{"formula": "C33H30Br2N3OSeSiTeTi", "method": "ωB97M-V/def2-TZVPD", "total_energy_ha": -10471.61515, "total_charge": -1, "symbols": ["Ti", "C", "C", "C", "C", "C", "C", "Br", "C", "C", "Br", "C", "O", "C", "N", "H", "H", "H", "H", "H", "H", "C", "N", "C", "C", "N", "C", "C", "Se", "H", "H", "H", "H", "H", "H", "H", "H", "C", "C", "C", "C", "C", "C", "Si", "C", "C", "C", "C", "C", "C", "H", "H", "H", "H", "H", "H", "H", "H", "H", "H", "H", "Te", "C", "C", "C", "C", "C", "C", "H", "H", "H", "H", "H"], "coordinates": [[0.599, 1.001, 0.807], [-1.582, 3.957, 0.682], [-0.151, 4.173, 0.370], [0.354, 5.509, 0.278], [1.623, 5.752, -0.100], [2.472, 4.674, -0.445], [3.800, 4.786, -0.933], [4.594, 6.497, -1.126], [4.503, 3.684, -1.280], [3.930, 2.392, -1.130], [4.928, 0.885, -1.613], [2.671, 2.224, -0.627], [2.084, 1.087, -0.390], [1.916, 3.400, -0.307], [0.642, 3.147, 0.132], [-2.095, 4.905, 0.848], [-1.658, 3.305, 1.562], [-2.060, 3.426, -0.140], [-0.318, 6.323, 0.516], [1.992, 6.768, -0.164], [5.508, 3.777, -1.669], [-0.223, -2.043, 2.581], [1.163, -1.593, 2.665], [2.089, -2.130, 3.541], [3.195, -1.375, 3.445], [2.909, -0.387, 2.513], [3.823, 0.692, 2.175], [1.641, -0.494, 2.031], [-0.291, 1.541, 2.938], [-0.283, -3.062, 2.959], [-0.535, -2.033, 1.539], [-0.862, -1.373, 3.151], [1.879, -3.006, 4.130], [4.153, -1.454, 3.932], [4.141, 0.624, 1.138], [4.696, 0.618, 2.820], [3.336, 1.647, 2.357], [-2.714, 1.940, -4.624], [-1.512, 1.283, -4.391], [-1.184, 0.845, -3.110], [-2.048, 1.047, -2.023], [-3.255, 1.718, -2.284], [-3.586, 2.158, -3.563], [-1.719, 0.493, -0.232], [-2.638, -1.124, 0.055], [-3.294, -1.314, 1.277], [-4.003, -2.482, 1.544], [-4.082, -3.483, 0.580], [-3.451, -3.306, -0.645], [-2.734, -2.139, -0.901], [-2.969, 2.279, -5.622], [-0.822, 1.107, -5.209], [-0.247, 0.325, -2.951], [-3.946, 1.893, -1.464], [-4.528, 2.670, -3.731], [-2.704, 1.396, 0.444], [-3.234, -0.533, 2.034], [-4.495, -2.611, 2.503], [-4.631, -4.396, 0.783], [-3.502, -4.084, -1.398], [-2.232, -2.016, -1.854], [0.984, -1.638, -1.098], [0.593, -3.664, -0.629], [-0.190, -4.471, -1.462], [-0.392, -5.821, -1.183], [0.181, -6.400, -0.057], [0.972, -5.615, 0.775], [1.182, -4.268, 0.489], [-0.651, -4.034, -2.341], [-1.008, -6.421, -1.846], [0.019, -7.449, 0.163], [1.436, -6.055, 1.651], [1.819, -3.675, 1.134]], "lowdin_charge": [0.245, -0.065, -0.289, 0.001, -0.025, -0.185, -0.634, 0.749, -0.167, -0.611, 0.806, -0.414, -0.353, -0.124, 0.082, 0.082, -0.013, 0.056, 0.112, 0.082, 0.093, -0.054, -0.147, -0.068, -0.057, -0.121, -0.013, -0.330, 0.138, 0.092, 0.042, 0.050, 0.117, 0.111, 0.046, 0.089, 0.089, -0.115, -0.100, -0.118, -0.321, -0.127, -0.108, 0.548, -0.352, -0.134, -0.103, -0.108, -0.099, -0.124, 0.090, 0.095, 0.025, 0.088, 0.091, -0.029, 0.094, 0.092, 0.090, 0.095, 0.081, 0.946, -0.644, -0.175, -0.113, -0.122, -0.109, -0.172, 0.082, 0.092, 0.088, 0.091, 0.073]}